Entry 1:
C21H43N2P3PdS2 as an isolated structure. Source: the Open Molecules 2025 dataset; level of theory: ωB97M-V/def2-TZVPD.

## Properties
E_tot (eV): -78425.0822
Spin multiplicity: 5
Total charge: +4

Atoms and positions in Å:
Pd  -0.8588  0.3512  -1.1730
P  -0.9938  -1.7358  -1.7754
P  2.2874  -1.2258  0.1428
P  -2.4944  1.0249  0.3355
H  2.5113  1.8030  -0.0086
C  2.1256  2.2991  0.9135
C  1.7757  1.6474  2.0561
H  2.2382  0.7081  2.4238
C  -0.7711  -1.5016  -3.5731
C  -0.1364  -3.2115  -1.2272
C  -2.7288  -2.1137  -1.4809
C  3.8979  -0.6106  0.8078
C  2.5807  -2.9394  0.8131
C  2.9012  -1.5077  -1.5968
C  -2.1800  2.4847  1.3334
C  -3.1908  -0.2846  1.4016
C  -3.7163  1.4469  -0.9184
H  1.7323  3.3081  0.7298
H  0.9223  2.0425  2.6286
H  -1.1443  -2.3926  -4.0971
H  0.3036  -1.3429  -3.7781
H  -1.3433  -0.5970  -3.8548
H  -0.5151  -4.0803  -1.7974
H  -0.3152  -3.3943  -0.1579
H  0.9429  -3.1539  -1.4044
H  -2.9946  -2.9431  -2.1389
H  -3.3789  -1.2596  -1.7020
H  -2.8819  -2.4038  -0.4358
H  4.6972  -1.1225  0.2640
H  3.9616  -0.8537  1.8703
H  3.9589  0.4677  0.6902
H  3.5372  -3.3157  0.4229
H  1.7814  -3.6294  0.5392
H  2.6046  -2.8992  1.9065
H  3.9580  -1.8190  -1.5616
H  2.8103  -0.5395  -2.1121
H  2.3073  -2.2466  -2.1537
H  -3.0287  3.1645  1.2444
H  -1.2810  3.0035  0.9765
H  -2.0609  2.2100  2.3833
H  -3.7113  0.1531  2.2876
H  -2.3760  -0.9531  1.7825
H  -3.9192  -0.8807  0.8061
H  -3.9770  2.5085  -0.8928
H  -4.6380  0.8912  -0.7074
H  -3.3245  1.1795  -1.9210
C  0.0369  4.1185  -2.3013
C  -0.3330  4.5645  -3.5983
C  -0.4206  5.9225  -3.8490
C  0.0635  6.7940  -2.8788
C  0.6091  6.3454  -1.6683
C  0.6346  4.9980  -1.3692
S  -0.8059  2.7262  -1.8300
H  0.1883  1.1194  -2.1675
H  -0.6631  3.8166  -4.3255
H  -0.8068  6.2559  -4.8074
H  0.1179  7.8466  -3.0883
H  1.0536  7.0384  -0.9610
H  1.0218  4.5830  -0.4446
C  1.3914  -2.4711  4.7362
N  0.4452  -3.0959  3.8041
C  0.2326  -4.4553  3.6566
C  -0.6525  -4.6177  2.6368
N  -0.9184  -3.3539  2.1509
C  -0.2000  -2.4051  2.8216
S  0.0984  -0.7991  2.3898
H  2.2074  -1.9733  4.1815
H  0.8679  -1.7009  5.3253
H  1.8322  -3.2349  5.3994
H  0.7827  -5.1631  4.2586
H  -1.1174  -5.5009  2.2376
H  -1.5411  -3.0937  1.3995

Entry 2:
C21H43N6O5Re as an isolated structure. Source: the Open Molecules 2025 dataset; level of theory: ωB97M-V/def2-TZVPD.

## Properties
Energy above the lowest of the compared OMol25 structures with the same formula, charge and spin (eV): 0.1515
Spin multiplicity: 2
Total charge: +3

Atoms and positions in Å:
Re  0.2927  -0.0391  0.1563
C  -1.3086  4.0620  0.8272
C  -0.2788  3.0738  0.2791
C  -0.4087  2.7754  -1.2497
C  -1.6423  2.2485  -2.0303
C  -2.9846  2.6194  -1.4170
C  -1.5528  2.8154  -3.4476
N  -1.7387  0.7192  -2.2236
C  -0.6377  -0.0607  -2.8864
C  -0.5042  -1.5053  -2.3622
N  0.3689  -1.7462  -1.1743
C  1.7844  -1.7868  -1.6014
C  2.3557  -0.3410  -1.8398
O  3.2520  -0.1656  -2.6007
O  1.7018  0.5233  -1.1398
C  0.0603  -3.0649  -0.4624
C  -1.1753  -3.8048  -0.9526
C  0.1338  -2.9285  1.0780
C  -0.9400  -2.2357  1.9626
C  -0.4377  -2.4071  3.4032
C  -2.3252  -2.8796  1.8795
N  -1.0823  -0.7675  1.5661
C  -1.1143  0.2042  2.6893
C  -1.1009  1.6358  2.1495
N  -0.0075  1.8639  1.1646
C  1.2910  2.0997  1.8548
C  1.9300  0.7929  2.3689
O  2.6678  0.7490  3.2996
O  1.5881  -0.2402  1.6397
H  -1.3192  4.9376  0.1821
H  -1.0171  4.4134  1.8138
H  -2.3226  3.6891  0.8846
H  0.6562  3.6421  0.2855
H  0.4861  2.2257  -1.5512
H  -0.2661  3.7732  -1.6781
H  -3.0351  3.6906  -1.2563
H  -3.1502  2.1068  -0.4733
H  -3.8021  2.3705  -2.0903
H  -1.7054  3.8905  -3.4324
H  -2.3261  2.3955  -4.0892
H  -0.5822  2.6329  -3.9011
H  -2.5495  0.6522  -2.8526
H  -2.1095  0.2573  -1.3452
H  0.2997  0.4917  -2.8284
H  -0.8711  -0.1407  -3.9518
H  -0.1199  -2.1141  -3.1885
H  -1.5089  -1.8603  -2.1325
H  1.9428  -2.3749  -2.5109
H  2.4081  -2.1901  -0.7984
H  0.8970  -3.7282  -0.7014
H  -2.0978  -3.2517  -0.8276
H  -1.2623  -4.7184  -0.3725
H  -1.0722  -4.1100  -1.9898
H  1.1000  -2.4846  1.3391
H  0.1767  -3.9573  1.4418
H  -0.3802  -3.4691  3.6239
H  -1.1248  -1.9862  4.1296
H  0.5559  -1.9956  3.5592
H  -2.2510  -3.9567  1.9880
H  -2.8285  -2.6636  0.9425
H  -2.9537  -2.5220  2.6917
H  -2.0127  -0.7258  1.1083
H  -0.2492  0.0347  3.3317
H  -2.0076  0.0688  3.3043
H  -1.0093  2.3232  2.9958
H  -2.0494  1.8363  1.6504
H  1.2222  2.8391  2.6572
H  2.0274  2.4583  1.1281
N  -5.1461  -1.3548  -0.9851
C  -4.4265  -0.5486  -0.2007
N  -5.1015  0.2296  0.6532
O  -3.1662  -0.4933  -0.2755
H  -6.1478  -1.4162  -0.8746
H  -4.7218  -2.0271  -1.6022
H  -6.1062  0.1895  0.7243
H  -4.6408  0.8478  1.2965

Entry 3:
A 3-piece molecular cluster, C21H43NO10PS overall. Source: the Open Molecules 2025 dataset; level of theory: ωB97M-V/def2-TZVPD.

## Properties
E_tot (eV): -64564.0641
Spin multiplicity: 2

Atoms and positions in Å:
C  2.8817  -3.6127  1.0847
O  3.1384  -2.2269  1.1424
C  2.2761  -1.4833  0.3008
C  2.1332  -0.0662  0.8223
C  1.5910  0.8996  -0.2554
C  0.1407  1.3942  -0.0432
C  -0.8286  0.9862  -1.1727
C  -1.9890  0.0283  -0.7744
P  -3.3313  1.1324  -0.2141
O  -4.3682  0.3112  0.6946
O  -2.6336  2.0452  0.9048
S  -4.2139  2.1115  -1.6336
C  -2.4985  -0.7391  -2.0234
C  -1.7363  -2.0243  -2.3499
C  -2.4949  -2.7500  -3.4690
C  -0.3074  -1.7609  -2.8514
N  -1.6853  -2.9529  -1.1767
O  -0.7454  -3.8103  -1.2277
C  -2.0565  -2.4214  0.1711
C  -3.5659  -2.6018  0.3540
C  -1.3679  -3.2602  1.2487
C  -1.5571  -0.9803  0.3165
H  3.6646  -4.1223  1.6395
H  2.8980  -3.9743  0.0537
H  1.9176  -3.8430  1.5450
H  1.3128  -2.0021  0.2208
H  2.7025  -1.4646  -0.7102
H  1.5349  -0.0442  1.7325
H  3.1424  0.2470  1.0980
H  2.2522  1.7632  -0.2970
H  1.6927  0.4086  -1.2233
H  -0.2258  1.0731  0.9273
H  0.1627  2.4827  -0.0044
H  -1.2824  1.8863  -1.5952
H  -0.2752  0.5405  -1.9923
H  -5.1779  0.2416  0.1797
H  -3.0173  1.8348  1.7640
H  -2.4370  -0.0795  -2.8869
H  -3.5591  -0.9646  -1.9094
H  -2.4456  -2.1624  -4.3841
H  -3.5461  -2.8807  -3.2083
H  -2.0647  -3.7370  -3.6253
H  0.0241  -2.5994  -3.4560
H  -0.3059  -0.8804  -3.4935
H  0.3965  -1.5912  -2.0400
H  -3.9380  -2.0395  1.2043
H  -3.7697  -3.6577  0.5358
H  -4.1288  -2.3321  -0.5379
H  -0.2940  -3.0960  1.2676
H  -1.5912  -4.3147  1.1274
H  -1.7671  -2.9354  2.2122
H  -1.8956  -0.6370  1.2985
H  -0.4711  -1.0131  0.3756
C  6.2056  -0.5539  -1.3738
O  6.8267  0.3097  -2.3311
C  5.9733  1.0534  -3.0305
O  4.7752  1.0430  -2.9225
O  6.6722  1.8115  -3.8717
C  5.8735  2.6663  -4.6938
H  7.0090  -1.0903  -0.8792
H  5.6467  0.0253  -0.6414
H  5.5422  -1.2611  -1.8678
H  5.2989  3.3588  -4.0821
H  5.2006  2.0801  -5.3163
H  6.5716  3.2151  -5.3181
C  -2.2965  3.3400  7.2561
O  -2.5222  3.0487  5.8738
C  -2.3241  4.0840  5.0592
O  -1.9858  5.1875  5.3905
O  -2.5659  3.6820  3.8124
C  -2.3927  4.6943  2.8128
H  -2.4936  2.4161  7.7908
H  -1.2666  3.6508  7.4187
H  -2.9741  4.1192  7.5987
H  -1.3658  5.0535  2.8012
H  -3.0753  5.5248  2.9799
H  -2.6232  4.2160  1.8681

What did the second record say?
C21H43N6O5Re as an isolated structure. Source: the Open Molecules 2025 dataset; level of theory: ωB97M-V/def2-TZVPD.

## Properties
Energy above the lowest of the compared OMol25 structures with the same formula, charge and spin (eV): 0.1515
Spin multiplicity: 2
Total charge: +3

Atoms and positions in Å:
Re  0.2927  -0.0391  0.1563
C  -1.3086  4.0620  0.8272
C  -0.2788  3.0738  0.2791
C  -0.4087  2.7754  -1.2497
C  -1.6423  2.2485  -2.0303
C  -2.9846  2.6194  -1.4170
C  -1.5528  2.8154  -3.4476
N  -1.7387  0.7192  -2.2236
C  -0.6377  -0.0607  -2.8864
C  -0.5042  -1.5053  -2.3622
N  0.3689  -1.7462  -1.1743
C  1.7844  -1.7868  -1.6014
C  2.3557  -0.3410  -1.8398
O  3.2520  -0.1656  -2.6007
O  1.7018  0.5233  -1.1398
C  0.0603  -3.0649  -0.4624
C  -1.1753  -3.8048  -0.9526
C  0.1338  -2.9285  1.0780
C  -0.9400  -2.2357  1.9626
C  -0.4377  -2.4071  3.4032
C  -2.3252  -2.8796  1.8795
N  -1.0823  -0.7675  1.5661
C  -1.1143  0.2042  2.6893
C  -1.1009  1.6358  2.1495
N  -0.0075  1.8639  1.1646
C  1.2910  2.0997  1.8548
C  1.9300  0.7929  2.3689
O  2.6678  0.7490  3.2996
O  1.5881  -0.2402  1.6397
H  -1.3192  4.9376  0.1821
H  -1.0171  4.4134  1.8138
H  -2.3226  3.6891  0.8846
H  0.6562  3.6421  0.2855
H  0.4861  2.2257  -1.5512
H  -0.2661  3.7732  -1.6781
H  -3.0351  3.6906  -1.2563
H  -3.1502  2.1068  -0.4733
H  -3.8021  2.3705  -2.0903
H  -1.7054  3.8905  -3.4324
H  -2.3261  2.3955  -4.0892
H  -0.5822  2.6329  -3.9011
H  -2.5495  0.6522  -2.8526
H  -2.1095  0.2573  -1.3452
H  0.2997  0.4917  -2.8284
H  -0.8711  -0.1407  -3.9518
H  -0.1199  -2.1141  -3.1885
H  -1.5089  -1.8603  -2.1325
H  1.9428  -2.3749  -2.5109
H  2.4081  -2.1901  -0.7984
H  0.8970  -3.7282  -0.7014
H  -2.0978  -3.2517  -0.8276
H  -1.2623  -4.7184  -0.3725
H  -1.0722  -4.1100  -1.9898
H  1.1000  -2.4846  1.3391
H  0.1767  -3.9573  1.4418
H  -0.3802  -3.4691  3.6239
H  -1.1248  -1.9862  4.1296
H  0.5559  -1.9956  3.5592
H  -2.2510  -3.9567  1.9880
H  -2.8285  -2.6636  0.9425
H  -2.9537  -2.5220  2.6917
H  -2.0127  -0.7258  1.1083
H  -0.2492  0.0347  3.3317
H  -2.0076  0.0688  3.3043
H  -1.0093  2.3232  2.9958
H  -2.0494  1.8363  1.6504
H  1.2222  2.8391  2.6572
H  2.0274  2.4583  1.1281
N  -5.1461  -1.3548  -0.9851
C  -4.4265  -0.5486  -0.2007
N  -5.1015  0.2296  0.6532
O  -3.1662  -0.4933  -0.2755
H  -6.1478  -1.4162  -0.8746
H  -4.7218  -2.0271  -1.6022
H  -6.1062  0.1895  0.7243
H  -4.6408  0.8478  1.2965